Entry 1:
{"formula": "C29H38Cl2N4O4", "method": "wB97M-V/def2-TZVPD", "symbols": ["O", "C", "N", "C", "C", "C", "C", "C", "C", "O", "H", "H", "H", "C", "H", "H", "C", "N", "H", "C", "C", "N", "C", "O", "C", "C", "N", "H", "C", "H", "C", "C", "C", "C", "C", "C", "C", "H", "H", "Cl", "Cl", "H", "H", "H", "H", "H", "H", "H", "H", "C", "H", "C", "C", "C", "C", "C", "H", "H", "H", "H", "H", "H", "H", "H", "H", "H", "H", "H", "H", "H", "H", "H", "O", "C", "H", "H", "H"], "xyz": [[-4.918153, -0.784607, -0.937195], [-3.801630, -1.256455, -0.998878], [-3.254361, -1.983433, -0.004855], [-1.983636, -2.563110, -0.092466], [-1.375263, -2.661568, -1.339126], [-0.153549, -3.318329, -1.479984], [0.422434, -3.879598, -0.350416], [-0.152243, -3.746060, 0.901097], [-1.346743, -3.053312, 1.051218], [-1.886860, -2.851552, 2.284779], [-2.188221, -1.907181, 2.336882], [0.320621, -4.158225, 1.778568], [1.359052, -4.407417, -0.448672], [0.533735, -3.336964, -2.816215], [-0.214916, -3.218138, -3.599734], [1.054381, -4.283173, -2.968585], [1.545814, -2.184573, -2.902131], [0.959555, -0.978483, -2.359232], [0.016138, -0.862971, -2.710779], [1.711116, 0.237144, -2.554807], [1.184870, 1.317568, -1.601439], [1.284880, 0.938713, -0.200643], [0.163698, 0.460056, 0.380149], [-0.912795, 0.477000, -0.212372], [0.224886, -0.120405, 1.786794], [-0.939990, 0.349577, 2.667904], [-2.219155, -0.120685, 2.151001], [-2.212233, 0.076566, 1.147425], [-3.391851, 0.490916, 2.748872], [-4.260040, 0.024065, 2.277128], [-3.511443, 2.028214, 2.593159], [-3.117671, 2.463661, 1.210368], [-1.979983, 3.234179, 1.011876], [-1.552685, 3.548705, -0.266056], [-2.273207, 3.109444, -1.368514], [-3.428890, 2.369752, -1.177393], [-3.843512, 2.047280, 0.099848], [-4.731327, 1.446423, 0.220608], [-3.994469, 2.029325, -2.029769], [-1.733303, 3.469569, -2.967350], [-0.108921, 4.467889, -0.471338], [-1.403938, 3.592312, 1.852622], [-4.548070, 2.304440, 2.793460], [-2.883273, 2.528571, 3.331490], [-3.404811, 0.241462, 3.814969], [-0.811778, -0.056755, 3.678532], [-0.897389, 1.444891, 2.735657], [1.149246, 0.112760, 2.305665], [0.168666, -1.204439, 1.665348], [2.581886, 0.979317, 0.467266], [2.401070, 1.284048, 1.505236], [3.535908, 2.029731, -0.105845], [4.788380, 2.101254, 0.767478], [5.485705, 0.745623, 0.826878], [4.531633, -0.324150, 1.349934], [3.278824, -0.388659, 0.480841], [3.560872, -0.665783, -0.534212], [2.594197, -1.153260, 0.848801], [5.027719, -1.296174, 1.354002], [4.251722, -0.089353, 2.379777], [6.364416, 0.809116, 1.471153], [5.824873, 0.469510, -0.173917], [5.469895, 2.852034, 0.363571], [4.512211, 2.412366, 1.777647], [3.831230, 1.769251, -1.122472], [3.048605, 3.006455, -0.122165], [0.122577, 1.466752, -1.803290], [1.704352, 2.259516, -1.773807], [2.763220, 0.025430, -2.348853], [1.652232, 0.632372, -3.585953], [2.428476, -2.421736, -2.296324], [1.876389, -2.069386, -3.951179], [-2.000153, -2.133431, -2.439491], [-2.849176, -1.035081, -2.162908], [-2.247238, -0.150122, -1.901960], [-3.413665, -0.841138, -3.076287], [-3.788962, -2.147518, 0.838584]], "forces_ev_per_a": [[-0.216, 0.236, -0.130], [0.115, -0.076, -0.198], [-0.027, -0.252, 0.378], [0.225, -0.115, -0.064], [0.309, -0.311, 0.456], [-0.301, -0.051, -0.175], [-0.136, 0.072, -0.057], [-0.170, 0.078, 0.150], [0.103, 0.049, -0.269], [-0.164, -0.367, 0.030], [0.172, 0.256, -0.077], [0.045, -0.024, 0.126], [0.137, -0.075, -0.031], [0.106, 0.227, 0.099], [0.081, -0.082, -0.082], [-0.056, -0.016, -0.047], [0.035, -0.050, -0.179], [-0.093, 0.086, -0.124], [-0.039, 0.009, 0.045], [-0.087, 0.226, 0.092], [0.006, -0.076, -0.386], [0.019, 0.230, -0.176], [0.153, -0.022, 0.282], [-0.286, -0.196, -0.066], [-0.230, 0.125, 0.082], [0.109, -0.002, -0.019], [0.030, -0.001, -0.213], [0.021, -0.101, 0.117], [-0.113, 0.163, 0.194], [-0.044, 0.003, 0.089], [0.086, -0.280, 0.013], [0.060, 0.187, -0.006], [-0.114, -0.050, -0.054], [-0.157, -0.055, -0.130], [0.027, 0.071, 0.153], [0.051, -0.002, 0.004], [0.062, 0.065, 0.044], [-0.119, -0.092, 0.009], [-0.052, -0.018, -0.127], [-0.045, -0.039, -0.184], [0.197, 0.142, 0.076], [0.056, 0.015, 0.081], [0.004, 0.045, 0.093], [-0.041, 0.060, 0.000], [-0.143, -0.019, -0.049], [0.068, 0.107, -0.077], [-0.024, -0.030, 0.079], [0.051, -0.075, -0.022], [0.093, 0.004, 0.006], [0.278, -0.205, 0.072], [0.071, -0.042, -0.118], [-0.139, 0.101, 0.364], [0.096, -0.126, -0.277], [-0.070, 0.079, 0.325], [0.105, -0.081, -0.305], [-0.033, 0.148, 0.380], [-0.042, -0.048, -0.124], [-0.064, -0.053, -0.043], [-0.015, -0.028, 0.095], [-0.009, -0.026, 0.098], [0.072, -0.020, -0.060], [0.069, -0.025, -0.064], [-0.020, 0.061, 0.061], [0.003, 0.066, 0.057], [-0.033, 0.012, -0.127], [-0.055, 0.009, -0.108], [0.201, 0.121, -0.041], [-0.073, -0.008, 0.011], [0.017, 0.034, -0.052], [0.088, -0.044, 0.121], [0.016, -0.037, -0.070], [0.022, -0.049, 0.147], [0.119, -0.303, 0.071], [-0.181, 0.580, -0.121], [-0.101, -0.112, -0.080], [-0.025, -0.032, 0.208], [-0.062, 0.053, -0.174]], "e_homo_ev": -8.0, "gap_ev": 8.5, "e_above_lowest_ev": 0.000, "charge": 0, "lumo_ev": 0.537, "smiles": "O=C1COc2c(CCNCCN(C(=O)CCNCCc3ccc(Cl)c(Cl)c3)C3CCCCC3)ccc(O)c2N1"}

---

Entry 2:
{"formula": "C29H38N4OOsP2", "method": "wB97M-V/def2-TZVPD", "symbols": ["Os", "C", "C", "C", "C", "C", "C", "C", "C", "C", "H", "H", "H", "H", "H", "H", "H", "H", "H", "H", "H", "H", "H", "H", "H", "P", "P", "N", "N", "N", "N", "C", "C", "C", "C", "C", "C", "C", "C", "C", "C", "C", "C", "C", "C", "C", "C", "C", "C", "H", "H", "H", "H", "H", "H", "H", "H", "H", "H", "H", "H", "H", "H", "H", "H", "H", "H", "H", "H", "C", "C", "O", "H", "H", "H"], "xyz": [[-0.090488, 0.566833, -1.115410], [-1.945504, 1.673952, -7.129359], [-2.135796, 0.352595, -6.980311], [-1.246840, -0.695184, -7.570044], [0.265409, -0.348441, -7.600539], [0.868291, 0.489335, -6.507663], [0.856219, 1.821964, -6.479333], [0.414879, 2.584042, -7.687914], [-1.036389, 2.315004, -8.136471], [1.289880, 0.962946, 0.359498], [-2.526695, 2.379031, -6.539000], [-3.058859, -0.055709, -6.559062], [-1.551336, -0.902257, -8.611860], [-1.412760, -1.648390, -7.041713], [0.819990, -1.302620, -7.570013], [0.456477, 0.136546, -8.567508], [1.542416, -0.075475, -5.853701], [1.273773, 2.413999, -5.663063], [1.081690, 2.297901, -8.519437], [0.554728, 3.660080, -7.548778], [-1.490164, 3.284220, -8.400809], [-1.004934, 1.697905, -9.043375], [0.735984, 1.715700, 0.954410], [2.235203, 1.428058, 0.044919], [1.489444, 0.071841, 0.975863], [1.492862, -0.435544, -2.312945], [-1.394731, -0.898280, -2.205788], [2.500324, 0.873559, -2.866663], [2.570447, -1.582034, -1.544290], [-2.286637, 0.460342, -2.966464], [-2.758263, -1.811971, -1.645385], [0.829484, -1.311318, -3.749448], [-0.610875, -1.813042, -3.556222], [2.300090, 2.174550, -2.411133], [3.427647, 2.922303, -2.716012], [4.313796, 2.080300, -3.438802], [3.724393, 0.821427, -3.517604], [3.427959, -1.321403, -0.470177], [4.130533, -2.481070, -0.178014], [3.705716, -3.483850, -1.101308], [2.730902, -2.921218, -1.901140], [-1.976792, 1.760801, -2.614600], [-2.618254, 2.635228, -3.484633], [-3.421401, 1.829336, -4.345256], [-3.138017, 0.495892, -4.050848], [-4.053212, -1.903172, -2.176086], [-4.837889, -2.650350, -1.306751], [-4.003031, -3.055305, -0.212685], [-2.724249, -2.563460, -0.463715], [1.506197, -2.125493, -4.028738], [0.816137, -0.575725, -4.554904], [-1.232990, -1.671675, -4.455107], [-0.650541, -2.887073, -3.308302], [1.380909, 2.406146, -1.865852], [3.564165, 3.950944, -2.411039], [5.272958, 2.371834, -3.842503], [4.067693, -0.093473, -3.971695], [3.438362, -0.345271, -0.013733], [4.872552, -2.587790, 0.595210], [4.079832, -4.491089, -1.190079], [2.134496, -3.350549, -2.684310], [-1.365781, 1.999111, -1.716960], [-2.492004, 3.711593, -3.485219], [-4.094236, 2.166142, -5.124824], [-3.454933, -0.428059, -4.508907], [-4.308274, -1.414308, -3.099737], [-5.886371, -2.869527, -1.450088], [-4.295052, -3.628234, 0.653903], [-1.799301, -2.689070, 0.076237], [-1.257664, -0.255386, 1.566017], [-1.582755, 0.396409, 0.259668], [-2.710085, 0.832480, -0.002400], [-1.120631, -1.330164, 1.407068], [-2.131506, -0.128533, 2.216579], [-0.370595, 0.155366, 2.060658]], "forces_ev_per_a": [[0.234, -0.643, 2.148], [0.266, 1.922, -0.057], [-0.284, -1.868, -0.311], [0.386, -0.039, 0.432], [0.473, -0.428, -0.452], [0.350, -0.234, 0.197], [0.252, -0.008, -0.015], [0.011, 0.482, -0.131], [-0.440, 0.186, -0.375], [1.032, 0.927, 0.740], [-0.116, -0.297, -0.272], [0.160, 0.519, 0.062], [-0.180, 0.077, 0.257], [-0.005, 0.301, -0.117], [-0.306, 0.332, -0.459], [0.218, -0.246, 0.135], [-0.450, 0.614, -0.091], [0.267, -0.424, -0.127], [-0.191, 0.173, 0.269], [-0.051, -0.226, 0.097], [0.079, -0.468, -0.047], [-0.192, 0.095, 0.170], [0.291, -0.209, -0.042], [-0.230, -0.292, 0.194], [-0.108, 0.252, -0.275], [2.868, 0.199, -0.128], [-3.322, -0.332, -1.228], [-0.361, -0.993, -0.145], [-0.810, 0.765, -0.479], [0.368, -0.914, -0.329], [0.895, -0.072, -0.132], [0.006, -0.511, -0.318], [-0.126, -0.516, -0.051], [0.811, 0.424, -0.002], [-1.384, -0.405, 0.306], [-0.508, -1.171, -0.052], [0.636, 1.087, 0.076], [0.367, -0.804, 0.151], [-0.723, 1.014, -0.587], [-0.833, 0.628, -0.461], [0.753, -0.394, 0.351], [-0.337, 0.560, -1.005], [-0.194, -0.615, 0.139], [0.806, 0.580, 0.171], [0.554, -0.182, 0.393], [-0.490, -0.512, 0.868], [1.208, 0.682, -0.520], [1.238, 0.599, -0.727], [-1.392, -0.252, 0.154], [-0.207, 0.216, -0.229], [0.074, -0.093, 0.485], [0.311, -0.124, 0.155], [-0.020, 0.351, 0.029], [0.555, 0.247, -0.223], [0.070, -0.099, -0.242], [-0.094, -0.156, 0.022], [0.096, -0.011, 0.070], [0.228, -0.150, -0.085], [0.006, 0.042, -0.009], [-0.101, 0.006, 0.093], [0.126, -0.180, -0.014], [-0.696, 0.458, -0.675], [-0.307, -0.215, 0.074], [0.048, -0.037, 0.245], [-0.208, 0.255, 0.068], [-0.144, -0.130, 0.254], [0.137, 0.024, 0.042], [0.048, -0.039, -0.121], [-0.110, -0.034, -0.002], [-0.331, -0.330, 0.772], [-3.555, 1.369, 0.626], [2.481, -0.787, 0.593], [0.190, 0.214, 0.101], [0.160, -0.056, -0.117], [-0.254, -0.104, -0.290]], "e_homo_ev": [-13.5, -13.5], "s_squared": 6.029, "gap_ev": [7.4, 3.5], "e_above_lowest_ev": 0.000, "spin_multiplicity": 5, "charge": 2, "lumo_ev": [-6.158, -9.994]}